C2H5ClNO2S | wB97M-V/def2-TZVPD

The geometry in ORCA input format:
```
! RIJCOSX wB97M-V def2-TZVPD def2/J DEFGRID3
* xyz -1 1
Cl 1.13745 2.25086 -0.25656
S 1.58395 -0.24219 -0.22441
O 2.95140 -0.17676 0.24485
O 1.32773 -1.23261 -1.22737
N 0.71357 -0.21805 1.02630
C -1.20151 0.09950 -0.59560
C -0.67505 -0.18017 0.83914
H -2.20364 0.06596 -0.64959
H -1.05922 -1.16882 1.20099
H -0.88577 0.64693 1.50752
H -0.98885 -0.82645 -1.07585
H -0.70005 0.98181 -0.78944
*
```

Output
- Calculated total energy: -1142.79368 Eh
- LUMO (spin up / spin down): 3.21 / 3.21 eV
- ΔE to the lowest compared entry with this formula, charge and spin: 56.5 kcal per mole
- SMILES: CCN=[S@](=O)([O-])Cl
- Gap between HOMO and LUMO (spin up / spin down): 7.5 / 7.5 eV